No. 1
DFT (the ωB97M-V functional and the def2-TZVPD basis) results for a molecular structure, C31H16BrCl6F4OsP at a distorted geometry.

```
! wB97M-V def2-TZVPD RIJCOSX def2/J DEFGRID3
* xyz 2 1
Os 1.659 0.121 -0.089
Cl 4.227 0.331 -0.286
C 3.602 1.920 -0.587
C 2.176 1.955 -0.641
C 1.637 3.219 -0.996
Cl -0.018 3.441 -1.243
C 2.466 4.329 -1.181
Cl 1.798 5.847 -1.584
C 3.858 4.217 -1.045
Cl 4.848 5.565 -1.257
C 4.453 2.974 -0.751
Cl 6.139 2.794 -0.626
F -2.260 -5.614 -1.214
C -1.918 -4.371 -0.979
C -2.873 -3.434 -0.628
F -4.136 -3.783 -0.539
C -2.495 -2.123 -0.382
F -3.455 -1.254 -0.097
C -1.166 -1.713 -0.442
P -0.684 0.048 -0.287
C -1.703 0.728 1.049
C -2.036 2.080 1.102
C -2.775 2.578 2.165
C -3.203 1.734 3.178
C -2.924 0.377 3.107
C -2.189 -0.122 2.044
C -1.233 0.642 -1.902
C -2.544 1.055 -2.120
C -2.936 1.447 -3.393
C -2.032 1.409 -4.445
C -0.729 0.974 -4.233
C -0.331 0.591 -2.964
C -0.253 -2.671 -0.828
Br 1.587 -2.238 -1.068
C -0.593 -3.980 -1.092
F 0.332 -4.863 -1.444
H -1.743 2.750 0.315
H -3.029 3.630 2.190
H -3.784 2.126 4.003
H -3.303 -0.297 3.864
H -2.073 -1.194 1.956
H -3.258 1.080 -1.306
H -3.952 1.779 -3.563
H -2.344 1.716 -5.435
H -0.026 0.937 -5.055
H 0.693 0.264 -2.817
Cl 2.441 -5.446 2.385
C 2.244 -3.756 2.284
C 3.383 -2.936 2.200
C 3.231 -1.582 2.108
C 1.935 -0.995 2.071
C 1.699 0.452 1.994
C 0.818 -1.844 2.238
C 0.965 -3.210 2.337
H 4.368 -3.385 2.237
H 4.111 -0.958 2.108
H 2.553 1.074 2.273
H 0.835 0.856 2.502
H -0.163 -1.413 2.333
H 0.108 -3.857 2.477
*
```

Computed properties:
LUMO (alpha / beta)   -8.664 / -8.662 eV
Highest occupied orbital energy (alpha / beta)   -0.5385 / -0.5385 hartree
ΔE to the lowest compared entry with this formula, charge and spin   43.0 kJ/mol
Energy   -200192.705 eV
Orbital gap (alpha / beta)   0.220 / 0.220 Ha

These are the natural (NBO) partial charges, in e, on atoms 1 to 8: number 1, Os, carries 0.467; number 2, Cl, carries 0.160; number 3, C, carries -0.018; number 4, C, carries -0.358; number 5, C, carries 0.100; number 6, Cl, carries 0.123; number 7, C, carries -0.150; number 8, Cl, carries 0.134

No. 2
DFT (the ωB97M-V functional and the def2-TZVPD basis) results for a molecular structure, C33H32N3O6RuSSi at a distorted geometry.

```
! wB97M-V def2-TZVPD RIJCOSX def2/J DEFGRID3
* xyz -2 2
Ru 0.891 -0.807 -1.527
C 5.175 -0.551 -1.874
C 3.786 0.037 -1.982
O 2.842 -0.819 -2.135
C 3.630 1.400 -1.926
C 2.357 2.026 -2.016
C 2.325 3.524 -2.186
N 1.259 1.343 -2.013
N 0.102 2.140 -2.230
C -0.851 1.347 -2.627
O -0.740 0.094 -2.847
C -2.200 1.979 -2.863
C -2.443 3.319 -2.578
C -3.694 3.874 -2.812
C -4.718 3.089 -3.334
C -4.480 1.750 -3.609
C -3.226 1.196 -3.373
H 5.132 -1.615 -2.098
H 5.537 -0.419 -0.849
H 5.877 -0.058 -2.550
H 4.509 2.024 -1.832
H 3.344 3.914 -2.217
H 1.774 3.989 -1.365
H 1.794 3.800 -3.096
H -1.636 3.908 -2.160
H -3.873 4.919 -2.582
H -5.698 3.519 -3.508
H -5.276 1.126 -4.000
H -3.031 0.146 -3.541
C -4.171 -4.469 4.264
C -3.686 -3.654 3.092
C -4.456 -3.517 1.948
C -4.016 -2.741 0.876
C -2.800 -2.090 0.949
C -2.007 -2.232 2.085
C -2.452 -3.002 3.143
S -2.215 -1.114 -0.438
O -3.262 -1.311 -1.425
O -1.989 0.209 0.078
N -0.846 -1.805 -0.821
C -1.028 -3.085 -1.515
C 0.325 -3.617 -1.898
O 0.488 -4.800 -2.181
O 1.251 -2.712 -1.946
H -5.072 -5.028 4.008
H -4.406 -3.828 5.118
H -3.412 -5.182 4.595
H -5.409 -4.031 1.882
H -4.612 -2.626 -0.020
H -1.039 -1.751 2.117
H -1.823 -3.116 4.021
H -1.622 -2.984 -2.429
H -1.524 -3.828 -0.883
C -0.938 3.006 2.920
C -0.865 1.734 3.473
C -0.156 0.733 2.817
C 0.491 0.961 1.600
C 0.415 2.254 1.075
C -0.289 3.263 1.719
Si 1.400 -0.451 0.702
C 3.222 -0.153 1.204
C 3.987 -1.234 1.653
C 5.308 -1.079 2.070
C 5.894 0.179 2.050
C 5.153 1.271 1.615
C 3.838 1.101 1.198
H -1.511 3.785 3.411
H -1.369 1.517 4.409
H -0.104 -0.250 3.272
H 0.870 2.469 0.116
H -0.351 4.248 1.267
H 1.105 -1.607 1.612
H 3.540 -2.223 1.673
H 5.873 -1.939 2.410
H 6.920 0.310 2.379
H 5.601 2.258 1.594
H 3.276 1.969 0.876
*
```

Computed properties:
LUMO (alpha / beta)   4.279 / 4.279 eV
Highest occupied orbital energy (alpha / beta)   -0.0465 / -0.0529 hartree
ΔE to the lowest compared entry with this formula, charge and spin   0.0 kJ/mol
Energy   -72792.741 eV
Orbital gap (alpha / beta)   0.204 / 0.210 Ha
<S²>   0.76

These are the Löwdin partial charges, in e, on atoms 1 to 8: number 1, Ru, carries 1.159; number 2, C, carries -0.019; number 3, C, carries -0.476; number 4, O, carries -0.193; number 5, C, carries -0.074; number 6, C, carries -0.369; number 7, C, carries -0.052; number 8, N, carries -0.055

No. 3
DFT (the ωB97M-V functional and the def2-TZVPD basis) results for a molecular structure, C5H8S at a distorted geometry.

```
! wB97M-V def2-TZVPD RIJCOSX def2/J DEFGRID3
* xyz 0 1
C 2.743 0.035 -0.189
C 1.426 -0.079 -0.440
C 0.370 -0.074 0.656
C -0.655 -1.175 0.350
C -0.514 1.173 0.395
H 3.171 0.076 0.832
H 3.439 -0.008 -1.012
H 1.125 -0.070 -1.489
H 0.886 -0.199 1.639
H -1.046 -1.509 1.347
H -0.258 -1.974 -0.254
H -0.060 1.932 -0.207
H -0.772 1.624 1.389
S -1.669 0.053 -0.430
*
```

Computed properties:
LUMO   1.044 eV
Highest occupied orbital energy   -0.3187 hartree
ΔE to the lowest compared entry with this formula, charge and spin   131.2 kJ/mol
Energy   -16148.277 eV
Orbital gap   0.357 Ha

These are the natural (NBO) partial charges, in e, on atoms 1 to 8: number 1, C, carries -0.405; number 2, C, carries -0.177; number 3, C, carries -0.261; number 4, C, carries -0.532; number 5, C, carries -0.516; number 6, H, carries 0.192; number 7, H, carries 0.198; number 8, H, carries 0.208

No. 4
DFT (the ωB97M-V functional and the def2-TZVPD basis) results for 6 unconnected molecules or ions with the total composition C2H15O5S at a distorted geometry.

```
! wB97M-V def2-TZVPD RIJCOSX def2/J DEFGRID3
* xyz -1 1
C -0.585 -3.596 0.580
C -1.232 -2.174 0.680
S -0.897 -0.988 -0.677
H 0.479 -3.505 0.350
H -1.114 -3.995 -0.289
H -0.710 -4.270 1.429
H -0.970 -1.711 1.629
H -2.312 -2.323 0.544
H -2.486 0.587 0.087
H -2.691 1.492 1.337
O -2.981 1.364 0.435
H 1.906 2.923 -1.562
H 0.875 1.833 -1.836
O 1.609 2.307 -2.240
H -0.796 2.100 0.971
H 0.084 0.779 1.071
O -0.051 1.678 1.394
H 1.221 -0.972 -0.175
H 2.468 -0.738 0.858
O 2.189 -0.798 -0.054
H 1.537 2.086 0.804
H 2.496 1.540 -0.295
O 2.349 2.290 0.297
*
```

Computed properties:
LUMO   3.495 eV
Highest occupied orbital energy   -0.1491 hartree
ΔE to the lowest compared entry with this formula, charge and spin   45.3 kJ/mol
Energy   -23392.265 eV
Orbital gap   0.278 Ha

These are the natural (NBO) partial charges, in e, on atoms 1 to 8: number 1, C, carries -0.628; number 2, C, carries -0.514; number 3, S, carries -0.673; number 4, H, carries 0.204; number 5, H, carries 0.201; number 6, H, carries 0.185; number 7, H, carries 0.174; number 8, H, carries 0.190

Q: The lowest energy belongs to which entry?
A: C31H16BrCl6F4OsP